[1]
Here is a molecular structure, C28H37BF2LuN4O at a distorted geometry from OMol25. Energies are from ωB97M-V/def2-TZVPD.

Each line ends with the Löwdin charge.
Geometry (Å):
H1 -0.136 2.321 -0.619  0.1231
C1 3.392 2.328 1.779  -0.2345
H2 -2.423 1.928 -0.078  0.1017
N1 -1.681 -4.672 0.199  -0.0843
H3 0.093 0.626 -5.289  0.1282
H4 -2.924 -2.606 -1.979  0.1064
H5 0.404 -0.865 -4.399  0.1265
H6 -1.414 -6.712 0.379  0.0957
H7 -1.751 0.146 -3.683  0.1445
N2 1.129 -0.036 -0.054  0.0933
H8 -0.912 -6.066 -1.189  0.0959
C2 -0.812 0.575 -3.325  -0.2687
H9 0.759 2.357 5.024  0.0935
H10 0.420 0.629 4.808  0.0737
C3 0.359 2.672 -2.706  -0.2702
C4 1.632 0.810 -3.785  -0.2712
C5 -1.827 1.752 1.984  -0.1922
C6 2.849 1.531 0.775  0.0194
C7 -1.152 -4.366 1.519  -0.0409
C8 -3.655 -0.363 2.122  -0.1419
H11 2.440 0.563 -4.477  0.1469
H12 2.437 2.769 -3.312  0.1259
H13 1.570 2.559 -0.949  0.1127
H14 0.362 0.040 2.562  0.0548
C9 1.500 2.332 -3.670  -0.1028
C10 -2.519 1.352 0.836  -0.2339
H15 -1.291 0.179 -1.238  0.0884
C11 1.186 1.398 4.722  -0.0289
C12 0.842 0.562 -1.420  -0.3420
H16 -1.777 2.361 -2.561  0.1188
C13 -0.952 2.091 -3.228  -0.1073
H17 -1.176 2.616 1.949  0.1087
H18 -1.184 2.509 -4.211  0.1287
H19 3.336 1.504 -0.190  0.1194
H20 5.280 2.698 0.816  0.0854
N3 -2.512 -3.472 -1.684  0.1943
C14 -1.447 -2.882 1.578  -0.5413
C15 -3.411 0.284 0.891  -0.1861
H21 -0.071 -4.565 1.594  0.1318
H22 2.077 -0.867 -2.477  0.1336
H23 3.232 2.912 3.831  0.1320
C16 1.174 0.730 2.294  -0.0482
C17 4.581 3.200 1.484  -0.0310
H24 2.915 0.625 -2.059  0.1215
H25 -2.638 -6.250 -0.801  0.0926
H26 -2.755 -4.305 -2.186  0.0995
C18 -1.659 -5.989 -0.394  -0.0219
Lu1 -0.916 -0.610 1.156  1.6659
C19 0.668 2.086 -1.326  -0.0644
H27 -1.657 -4.926 2.316  0.1348
C20 -3.007 0.073 3.278  -0.1052
H28 1.989 1.166 5.422  0.0918
C21 2.811 2.303 3.038  0.0173
C22 0.316 0.221 -4.299  -0.1033
H29 4.253 4.121 0.997  0.0917
H30 0.272 3.756 -2.606  0.1481
F1 1.306 -1.908 1.416  0.2344
H31 -1.643 1.487 4.133  0.0947
C23 1.963 0.219 -2.409  -0.0573
H32 -4.382 -1.160 2.181  0.1108
O1 -1.240 -2.083 2.549  -0.1828
H33 -3.981 0.009 0.014  0.1092
C24 -2.097 1.115 3.226  -0.1425
C25 -2.090 -3.533 -0.399  -0.4176
H34 -3.237 -0.393 4.228  0.1230
F2 0.713 -2.352 -0.695  0.2538
H35 1.294 2.759 -4.654  0.1275
C26 -0.479 -0.027 -1.954  -0.0937
H36 -0.401 -1.107 -2.076  0.1144
N4 -2.001 -2.468 0.382  0.0253
H37 5.106 3.472 2.397  0.0831
B1 1.111 -1.419 0.176  -0.8905
C27 1.726 1.481 3.321  -0.2252
C28 1.713 0.773 1.008  -0.1930

Summary:
* total charge: +1
* LUMO (alpha / beta): -2.11 / -2.07 eV
* Kohn-Sham gap (alpha / beta): 5.441 / 5.173 eV
* E: -77375.027 eV
* 2S+1: 1

[2]
Here is a molecular structure, C20H31F4N2O2PS4Ti from OMol25. Energies are from ωB97M-V/def2-TZVPD.

Each line ends with the Mulliken spin population.
Geometry (Å):
C1 -1.001 -0.309 2.932  -0.0031
C2 0.243 -2.251 -3.827  0.0027
H1 0.658 -0.281 -5.392  -0.0020
H2 -1.310 3.383 0.807  0.0001
F1 5.850 2.551 2.090  0.0004
Ti1 0.506 0.615 0.146  0.0355
P1 -2.975 1.838 -1.750  0.0174
C3 0.645 -1.904 2.190  -0.0085
C4 1.883 -1.049 2.371  0.0003
C5 2.846 0.826 1.071  0.0279
C6 0.367 0.547 -4.749  0.0051
C7 -2.290 4.368 -0.855  -0.0003
H3 -5.613 0.130 -2.350  -0.0003
C8 4.243 3.164 0.476  -0.0078
C9 -5.480 1.444 -0.638  0.0020
H4 -3.553 5.448 -2.223  0.0001
O1 -2.261 3.260 -1.785  -0.0035
H5 2.760 -1.703 2.467  -0.0016
H6 -4.502 0.874 1.194  0.0005
F2 2.569 3.756 -1.050  0.0005
H7 -6.467 -0.427 -0.894  -0.0001
H8 -6.374 2.008 -0.928  0.0002
H9 -1.776 -2.734 2.155  -0.0001
C10 -1.579 -1.994 1.365  0.0057
O2 -4.399 2.268 -1.122  -0.0012
N1 -0.510 -1.085 1.789  0.0109
C11 0.417 -1.125 -2.846  0.1696
H10 -2.162 4.883 1.204  0.0003
C12 3.040 2.841 -0.160  -0.0185
H11 -4.700 -0.543 -1.002  0.0002
H12 -2.488 -1.430 1.173  -0.0042
C13 -3.496 5.240 -1.155  0.0006
C14 -5.411 1.386 0.879  0.0007
H13 1.829 -0.463 3.302  0.0000
H14 -0.720 -2.163 -4.335  0.0103
S1 0.621 -1.524 -1.219  0.2382
H15 0.821 -2.627 1.390  0.0051
S2 -3.130 1.156 -3.565  0.0006
H16 -0.659 0.831 -4.988  0.0080
N2 1.960 -0.211 1.211  -0.0154
H17 0.279 -3.210 -3.316  0.0030
H18 -0.212 0.323 3.330  0.0001
H19 4.799 4.058 0.234  -0.0004
H20 -1.379 4.916 -1.119  -0.0003
S3 0.594 1.496 -2.231  0.3438
H21 -3.070 3.393 0.910  0.0014
C15 -5.565 0.065 -1.267  0.0020
H22 0.408 -2.465 3.109  0.0000
S4 -2.117 0.617 -0.375  0.0176
F3 4.509 0.309 2.733  0.0001
C16 -2.200 3.971 0.604  0.0017
C17 4.698 2.285 1.433  0.0062
H23 1.021 -2.237 -4.592  0.0081
H24 1.007 1.401 -4.967  0.0017
C18 2.345 1.696 0.088  0.0054
H25 -3.407 6.187 -0.618  0.0000
H26 -1.289 -2.506 0.449  -0.0039
H27 -6.278 0.849 1.269  0.0000
F4 -0.013 1.778 1.424  0.0040
C19 4.017 1.120 1.757  0.0011
H28 -1.364 -0.988 3.718  0.0000
H29 -1.811 0.338 2.600  0.0012
C20 0.445 0.203 -3.286  0.1311
H30 -4.416 4.744 -0.848  0.0000
H31 -5.409 2.391 1.301  -0.0002

Summary:
* total charge: -1
* LUMO (alpha / beta): 2.61 / 1.37 eV
* Kohn-Sham gap (alpha / beta): 6.966 / 5.976 eV
* E: -114940.357 eV
* expectation value of S²: 0.7614
* 2S+1: 2

[3]
Here is 11 unconnected molecules or ions with the total composition C13H48N10O11 at a distorted geometry from OMol25. Energies are from ωB97M-V/def2-TZVPD.

Each line ends with the Löwdin charge.
Geometry (Å):
O1 1.448 1.555 3.053  -0.0974
H1 0.205 -1.224 -0.063  0.0865
H2 0.015 1.990 1.698  0.0613
C1 -3.055 2.692 1.559  -0.0465
C2 0.122 -0.169 0.325  -0.1626
O2 3.508 1.068 -1.132  -0.1424
H3 -2.655 -2.909 3.967  0.1355
H4 -3.768 1.046 0.329  0.0607
C3 -4.114 1.757 0.986  -0.3073
H5 4.777 -0.405 -0.651  0.0511
N1 1.682 0.790 -3.283  0.1791
H6 0.903 3.933 -0.406  0.0754
H7 1.261 -3.923 2.585  0.0713
C4 -1.590 -3.405 -1.148  -0.0854
H8 -2.535 -3.878 -0.775  0.0929
N2 -3.214 2.131 -2.308  0.1997
H9 -4.379 1.132 1.805  0.0956
C5 0.555 2.480 2.538  -0.1661
H10 -1.398 -4.913 -2.695  0.1194
H11 -5.965 1.722 0.237  0.0676
H12 2.530 -2.453 0.922  0.0942
O3 1.578 -2.007 2.472  -0.1585
H13 6.110 -1.409 -0.469  0.1193
N3 3.317 2.743 0.549  0.1816
H14 1.056 2.346 -1.242  0.0619
O4 -1.144 0.367 0.050  -0.1452
H15 -0.137 2.684 3.262  0.0538
O5 -1.347 0.126 3.772  -0.0738
N4 -1.246 1.199 -2.670  0.1392
H16 -2.152 -3.518 -3.219  0.0991
O6 -5.305 2.344 0.483  -0.0616
O7 -0.060 -3.301 -2.962  -0.1076
N5 0.267 -0.820 -3.627  0.1583
H17 -1.842 -0.679 1.393  0.0728
O8 -3.133 -0.190 -2.743  -0.1597
H18 -0.813 -3.864 -0.517  0.0684
C6 -2.510 1.062 -2.574  -0.6311
N6 -2.262 -1.265 2.126  0.1809
H19 -0.554 0.494 -3.055  0.0656
O9 1.978 -1.206 -2.055  -0.0955
C7 4.403 -2.233 0.221  -0.6165
C8 3.433 1.517 0.198  -0.5725
O10 5.066 -3.318 0.792  -0.1594
H20 0.575 4.157 -2.586  0.0886
N7 3.474 0.678 1.208  0.1844
O11 -0.161 3.816 -2.092  -0.1069
N8 3.144 -1.972 0.256  0.1382
C9 0.392 3.177 -0.974  -0.1694
H21 0.017 -1.691 -3.251  0.0489
H22 1.795 1.144 2.296  -0.0209
H23 -2.629 3.285 0.830  0.0312
H24 -0.370 2.859 -0.273  0.0683
H25 3.287 3.402 -0.254  0.1423
H26 1.590 -1.789 3.407  0.0898
H27 0.247 -3.241 1.316  0.0629
H28 1.190 1.310 -4.022  0.1352
H29 3.590 3.092 1.463  0.1396
N9 -2.359 -1.924 4.199  0.1139
H30 3.547 -0.315 0.922  0.0793
H31 -1.155 0.456 -0.913  0.0357
H32 -2.164 -1.656 5.228  0.1594
C10 -2.012 -0.963 3.373  -0.6815
H33 0.939 0.331 -0.229  0.0698
H34 -0.264 -3.095 3.003  0.0564
H35 -1.664 -2.305 -1.068  0.0695
C11 0.606 -3.121 2.356  -0.0803
H36 0.120 -0.632 -4.590  0.1458
H37 -3.381 3.342 2.333  0.0708
C12 1.330 -0.452 -3.011  -0.5692
H38 2.360 1.192 -2.657  0.0615
H39 2.670 -1.467 -0.536  0.0761
H40 3.625 0.908 2.160  0.1181
H41 -2.883 -2.025 1.843  0.1274
H42 0.292 -3.921 -3.653  0.1315
H43 0.345 -0.128 1.389  0.0619
H44 -2.772 2.985 -2.158  0.0826
H45 -4.162 2.024 -1.890  0.1334
H46 -0.788 2.108 -2.369  0.0892
H47 1.081 3.373 2.218  0.0719
H48 -2.221 2.109 2.003  0.0623
N10 5.100 -1.326 -0.436  0.1616
C13 -1.364 -3.812 -2.570  -0.2814

Summary:
* total charge: 0
* LUMO: -0.05 eV
* Kohn-Sham gap: 8.067 eV
* SMILES: NC(N)=O.NC(N)=O.NC(N)=O.NC(N)=O.NC(N)=O.CCO.CCO.CO.CO.CO.CO
* E: -51680.203 eV
* 2S+1: 1

[4]
Here is a molecular structure, C25H32AsF5N6OS6ScTe at a distorted geometry from OMol25. Energies are from ωB97M-V/def2-TZVPD.

Each line ends with the Löwdin charge.
Geometry (Å):
H1 3.263 4.518 3.610  0.0880
H2 1.532 2.971 2.974  0.0898
N1 3.116 2.071 2.231  -0.0801
S1 -1.797 -0.821 -3.827  0.8453
H3 0.317 -5.148 -1.630  0.0679
H4 -1.231 -4.665 0.026  0.0524
C1 -0.486 -0.158 -4.452  -1.1499
S2 3.255 -0.638 1.707  0.6227
C2 3.910 3.190 2.065  -0.3446
F1 -1.087 1.951 0.976  -0.4102
N2 -0.872 -0.419 2.544  0.0534
H5 -1.678 4.657 -4.620  0.0585
H6 2.699 4.934 1.974  0.0743
H7 1.094 -0.491 3.127  0.0297
H8 1.135 -2.452 2.045  -0.0061
H9 1.328 -4.832 2.616  0.0794
C3 -1.607 -3.654 -0.083  -0.4155
C4 -5.513 -0.122 1.298  0.0194
Te1 0.932 2.397 -0.990  1.8452
H10 1.230 1.647 2.126  0.0231
H11 -3.382 -4.176 -1.216  0.0792
H12 0.600 -5.325 1.088  0.0608
H13 -2.180 -3.419 0.815  0.0659
H14 0.175 -2.797 -2.554  0.0099
H15 -0.368 -4.474 2.297  0.0685
N3 5.007 2.875 1.467  0.1367
H16 1.875 -4.748 -0.899  0.0648
O1 1.211 0.904 0.042  -0.7187
C5 1.850 0.265 -5.544  -1.4231
C6 0.823 -3.033 -1.714  -0.4288
H17 0.020 4.112 -4.671  0.0489
H18 -1.970 -3.854 -2.222  0.0609
C7 1.196 -4.506 -1.716  -0.1421
C8 0.622 -4.532 1.840  -0.1519
C9 -4.895 -0.241 3.705  -0.0085
H19 -1.783 -0.330 6.293  0.1281
H20 -1.053 3.869 -6.094  0.0609
C10 -0.223 -0.417 4.841  -0.0052
Sc1 -0.646 0.256 0.298  0.5742
H21 -2.840 -2.516 -1.472  0.0239
C11 -5.122 -0.070 -0.013  -0.0166
H22 4.394 5.205 2.428  0.0885
S3 0.954 1.792 -5.656  1.0350
N4 -2.831 -0.295 0.618  0.0394
F2 1.362 1.345 -2.622  -0.5459
C12 -1.522 -0.365 5.241  0.0178
C13 -2.548 -0.345 4.276  -0.1293
C14 -2.499 -3.542 -1.318  -0.1624
C15 1.059 -3.191 1.258  -0.4324
C16 3.540 4.544 2.553  -0.0017
H23 -6.563 -0.073 1.570  0.1292
S4 0.952 -1.038 -4.827  0.9720
C17 -3.206 -0.307 1.925  -0.1307
C18 -3.761 -0.157 -0.306  -0.1069
H24 5.557 1.022 0.717  0.1452
C19 -0.394 1.306 -4.810  -0.9585
F3 2.718 2.792 -1.260  -0.4431
N5 1.849 2.025 2.826  0.1385
F4 1.311 3.544 0.480  -0.5073
H25 -3.414 -0.115 -1.330  0.0876
H26 -5.840 0.040 -0.814  0.1168
F5 -1.087 0.751 -1.480  -0.5177
H27 1.701 -4.765 -2.650  0.0773
H28 -4.192 -0.275 5.697  0.1242
H29 2.051 -3.257 0.817  0.0500
C20 -3.937 -0.290 4.643  -0.0042
C21 -1.001 3.897 -5.004  -0.3422
C22 3.729 0.984 1.703  -0.7855
S5 3.341 0.170 -6.075  0.7864
As1 -0.096 -2.422 -0.122  1.2282
S6 -1.570 2.342 -4.304  1.0330
H30 -5.946 -0.196 3.979  0.1246
H31 1.706 -2.402 -1.801  0.0729
H32 0.592 -0.431 5.549  0.1225
C23 -2.177 -0.369 2.938  -0.1372
C24 -4.546 -0.231 2.311  -0.1283
C25 0.064 -0.448 3.471  -0.1181
N6 4.866 1.520 1.240  0.0319

Summary:
* total charge: +1
* LUMO: -5.62 eV
* Kohn-Sham gap: 3.683 eV
* E: -204864.075 eV
* 2S+1: 1